1.
Entry from OMol25: a structure of composition C15H38ClMnN6O4 in a non-equilibrium geometry (wB97M-V/def2-TZVPD).

Geometry as ORCA input:
```
! wB97M-V def2-TZVPD RIJCOSX def2/J DEFGRID3
* xyz 1 6
Mn -12.456 -8.101 9.643
Cl -11.850 -10.267 10.099
C -12.868 -5.061 9.455
O -13.078 -6.262 9.086
N -11.648 -4.496 9.179
N -13.828 -4.491 10.175
H -11.563 -3.489 9.344
H -11.055 -4.974 8.514
H -14.415 -5.106 10.728
H -13.665 -3.711 10.792
C -9.311 -7.518 8.909
O -10.540 -7.374 9.009
N -8.721 -8.506 9.684
N -8.537 -6.736 8.258
H -9.380 -9.211 9.813
H -7.799 -8.836 9.481
H -8.871 -6.367 7.371
H -7.529 -6.677 8.327
C -16.223 -10.098 11.374
C -16.189 -8.775 10.663
C -17.645 -8.185 10.445
C -18.180 -7.557 11.717
C -17.303 -6.561 12.442
C -15.909 -7.115 12.763
N -15.428 -7.615 11.394
O -14.056 -7.924 11.455
C -15.007 -6.020 13.305
C -16.001 -8.224 13.817
C -15.576 -8.903 9.268
H -17.057 -10.341 11.976
H -15.361 -10.229 12.007
H -16.087 -10.921 10.631
H -17.647 -7.366 9.749
H -18.283 -8.992 10.127
H -18.462 -8.300 12.449
H -19.100 -7.025 11.591
H -17.810 -6.092 13.280
H -17.227 -5.683 11.852
H -15.143 -5.009 12.738
H -15.049 -5.875 14.431
H -13.984 -6.407 13.124
H -16.296 -7.735 14.740
H -16.664 -9.044 13.567
H -15.032 -8.736 13.982
H -14.692 -9.551 9.256
H -15.316 -7.912 8.880
H -16.246 -9.388 8.549
H -13.991 -8.797 11.918
C -13.281 -6.374 4.527
C -11.806 -6.852 4.713
C -10.781 -6.219 3.738
O -11.170 -5.929 2.448
C -11.007 -7.009 1.549
N -11.176 -6.628 5.995
H -13.850 -6.991 3.730
H -13.475 -5.324 4.416
H -13.677 -6.659 5.530
H -11.826 -7.954 4.518
H -9.822 -6.741 3.748
H -10.599 -5.218 4.082
H -11.690 -6.761 0.767
H -11.420 -7.929 1.909
H -9.982 -7.110 1.289
H -11.108 -5.640 6.072
H -11.807 -7.018 6.693
*
```

⟨S²⟩: 8.75
Lowest unoccupied orbital energy (alpha / beta) (Ha): -0.083 / -0.106
Kohn-Sham gap (alpha / beta) (eV): 9.455 / 8.813
Total energy (eV): -77141.0095

2.
Entry from OMol25: a structure of composition C44H47IrN6O2Te (wB97M-V/def2-TZVPD).

Geometry as ORCA input:
```
! wB97M-V def2-TZVPD RIJCOSX def2/J DEFGRID3
* xyz 3 6
Ir 0.057 -0.022 -0.396
C -2.837 -3.161 -1.043
C -1.779 -2.207 -0.604
N -1.682 -0.978 -0.984
C -2.683 -0.265 -1.761
C -3.028 1.024 -0.999
N -1.847 1.747 -0.491
C -1.352 2.823 -1.358
C -0.530 2.248 -2.494
N 0.565 1.411 -1.951
C 1.761 2.195 -1.510
C 1.965 2.066 -0.005
N 1.680 0.686 0.376
C 2.430 -0.065 1.421
C 3.625 0.730 1.904
C 1.152 -1.800 1.678
C 0.998 -3.038 2.479
C 0.143 -4.022 2.121
C -0.718 -3.844 1.013
C -0.764 -2.601 0.398
N 0.043 -1.600 0.780
H -3.205 -2.913 -2.035
H -3.676 -3.159 -0.344
H -2.443 -4.176 -1.080
H -3.596 -0.846 -1.897
H -2.264 -0.071 -2.749
H -3.644 0.756 -0.139
H -3.635 1.666 -1.646
H -2.059 2.127 0.425
H -0.738 3.489 -0.748
H -2.173 3.421 -1.770
H -0.125 3.043 -3.125
H -1.145 1.613 -3.133
H 0.868 0.793 -2.703
H 1.634 3.244 -1.786
H 2.631 1.819 -2.051
H 1.261 2.722 0.524
H 2.967 2.397 0.256
H 3.327 1.571 2.531
H 4.182 1.124 1.056
H 4.319 0.114 2.465
H 1.635 -3.145 3.345
H 0.097 -4.939 2.690
H -1.378 -4.637 0.701
C 6.700 -1.757 -1.925
C 5.219 -1.656 -1.879
C 4.453 -1.531 -3.052
C 3.092 -1.511 -2.975
C 2.270 -1.119 -4.183
O 2.648 -0.148 -4.799
C 1.024 -1.841 -4.531
C 0.849 -3.186 -4.218
C -0.316 -3.835 -4.589
C -1.318 -3.134 -5.252
C -1.146 -1.791 -5.565
C 0.033 -1.148 -5.220
C 2.419 -1.570 -1.697
O 1.160 -1.460 -1.720
C 3.194 -1.649 -0.473
C 4.557 -1.682 -0.624
C 2.680 -1.551 0.964
N 1.499 -0.593 2.394
C 0.677 0.199 3.281
C -0.807 -0.185 3.238
Te -1.984 1.050 4.513
C -2.434 2.498 3.085
C -1.419 3.277 2.531
C -1.764 4.253 1.606
C -3.093 4.433 1.241
C -4.092 3.650 1.802
C -3.772 2.680 2.744
C 3.541 -2.445 1.854
C 3.749 -3.747 1.386
C 4.389 -4.700 2.159
C 4.840 -4.374 3.431
C 4.613 -3.098 3.921
C 3.957 -2.147 3.149
H 7.094 -1.513 -2.907
H 7.004 -2.780 -1.682
H 7.160 -1.111 -1.178
H 4.942 -1.420 -4.011
H 1.632 -3.730 -3.707
H -0.434 -4.890 -4.391
H -2.219 -3.646 -5.559
H -1.910 -1.260 -6.115
H 0.211 -0.120 -5.508
H 5.190 -1.735 0.253
H 0.798 1.247 2.990
H 1.033 0.107 4.313
H -0.966 -1.203 3.595
H -1.247 -0.063 2.247
H -0.388 3.171 2.837
H -0.996 4.895 1.196
H -3.354 5.210 0.536
H -5.126 3.814 1.536
H -4.561 2.102 3.206
H 3.398 -4.031 0.403
H 4.535 -5.696 1.767
H 5.351 -5.109 4.035
H 4.939 -2.834 4.917
H 3.745 -1.194 3.605
*
```

⟨S²⟩: 8.85
Lowest unoccupied orbital energy (alpha / beta) (Ha): -0.295 / -0.414
Kohn-Sham gap (alpha / beta) (eV): 7.152 / 4.440
Total energy (eV): -69530.4709

3.
Entry from OMol25: a cluster of 7 separate species, C4H22N2O7S in total in a non-equilibrium geometry (wB97M-V/def2-TZVPD).

Geometry as ORCA input:
```
! wB97M-V def2-TZVPD RIJCOSX def2/J DEFGRID3
* xyz -2 1
C 1.323 -0.326 1.426
N 0.648 0.473 2.442
C 0.942 -0.271 -0.118
C 2.068 -1.090 -0.840
S 1.987 -1.359 -2.623
N 0.820 1.083 -0.706
C -0.615 1.442 -0.810
O -1.091 1.629 0.539
H 1.481 -1.298 1.888
H 2.382 0.128 1.385
H 0.073 -0.085 3.052
H 0.159 1.326 2.160
H 0.002 -0.859 -0.084
H 2.201 -2.115 -0.412
H 2.999 -0.646 -0.483
H 1.207 1.129 -1.621
H -0.676 2.442 -1.237
H -1.423 0.682 -1.030
H -1.711 0.879 0.921
H -3.448 0.000 1.667
O -2.697 -0.192 1.112
H -1.032 3.742 1.179
H 0.089 4.017 0.181
O -0.481 4.460 0.853
H -2.074 -1.316 2.020
H -1.437 -2.736 2.342
O -1.752 -1.962 2.742
H 2.944 1.907 0.127
H 2.030 3.086 0.075
O 2.926 2.884 -0.034
H -2.120 -3.032 -0.946
H -0.750 -3.354 -1.625
O -1.465 -3.784 -1.138
H -2.706 -1.160 -0.214
H -3.116 -1.019 -1.713
O -2.945 -1.643 -1.045
*
```

Lowest unoccupied orbital energy (Ha): 0.201
Kohn-Sham gap (eV): 5.915
Total energy (eV): -32652.7569
Relative energy (zero: lowest compared OMol25 entry of this formula, charge and spin) (kJ/mol): 9.4

4.
Entry from OMol25: a structure of composition C44H30N4O7P2Pt (wB97M-V/def2-TZVPD).

Geometry as ORCA input:
```
! wB97M-V def2-TZVPD RIJCOSX def2/J DEFGRID3
* xyz 0 5
Pt 0.027 0.260 0.087
C -6.372 -1.817 3.687
C -5.654 -2.553 2.753
C -4.472 -2.052 2.229
C -4.010 -0.802 2.634
C -4.724 -0.072 3.577
C -5.904 -0.579 4.102
C -2.755 -0.288 2.019
C -1.563 -0.964 2.374
C -1.450 -1.842 3.494
C -0.145 -2.212 3.568
C 0.529 -1.558 2.493
C 1.925 -1.626 2.271
C 2.679 -2.654 3.039
C 3.504 -2.304 4.102
C 4.207 -3.283 4.790
C 4.085 -4.613 4.416
C 3.258 -4.965 3.357
C 2.553 -3.989 2.669
C 2.574 -0.854 1.362
N 2.029 0.101 0.516
C 3.033 0.454 -0.366
C 2.926 1.247 -1.469
C 4.128 1.508 -2.307
C 4.193 0.972 -3.590
C 5.310 1.187 -4.383
C 6.368 1.947 -3.902
C 6.304 2.493 -2.628
C 5.187 2.274 -1.834
C 1.714 1.856 -1.886
C 1.632 2.875 -2.881
C 0.331 3.274 -2.928
C -0.369 2.499 -1.958
N 0.484 1.625 -1.355
C -1.735 2.668 -1.632
C -2.325 2.105 -0.536
C -3.766 2.210 -0.276
C -4.049 1.392 0.732
C -2.797 0.750 1.143
N -1.742 1.299 0.419
C -2.542 3.511 -2.556
C -3.033 4.749 -2.156
C -3.789 5.518 -3.029
C -4.060 5.053 -4.308
C -3.568 3.820 -4.713
C -2.809 3.054 -3.843
C 4.273 -0.228 0.015
C 3.998 -1.009 1.056
N -0.355 -0.827 1.763
H -7.298 -2.209 4.087
H -6.014 -3.520 2.429
H -3.910 -2.620 1.497
H -4.350 0.890 3.904
H -6.457 -0.006 4.835
H -2.266 -2.114 4.140
H 0.337 -2.845 4.293
H 3.589 -1.264 4.392
H 4.846 -3.005 5.617
H 4.640 -5.377 4.945
H 3.163 -6.001 3.062
H 1.930 -4.243 1.820
H 3.363 0.382 -3.959
H 5.354 0.757 -5.374
H 7.242 2.110 -4.518
H 7.120 3.094 -2.252
H 5.133 2.702 -0.841
H 2.470 3.254 -3.439
H -0.113 4.045 -3.534
H -4.445 2.801 -0.864
H -5.009 1.163 1.160
H -2.815 5.112 -1.159
H -4.164 6.481 -2.709
H -4.656 5.648 -4.985
H -3.777 3.451 -5.708
H -2.430 2.089 -4.154
H 5.204 -0.124 -0.513
H 4.650 -1.689 1.575
O -1.834 -3.101 0.325
P -2.013 -2.343 -1.078
O -3.283 -2.687 -1.711
O -1.729 -0.845 -0.876
O -0.729 -2.910 -1.920
P 0.774 -2.612 -1.437
O 1.639 -3.364 -2.542
O 1.013 -1.113 -1.595
O 1.018 -3.225 -0.104
H -0.886 -3.300 0.497
H 1.428 -3.076 -3.436
*
```

⟨S²⟩: 6.02
Lowest unoccupied orbital energy (alpha / beta) (Ha): -0.042 / -0.132
Kohn-Sham gap (alpha / beta) (eV): 5.094 / 4.931
Total energy (eV): -88237.1997
Relative energy (zero: lowest compared OMol25 entry of this formula, charge and spin) (kJ/mol): 82.0